No. 1
Molecular formula: C19H60BF4N10O9
Method: DFT, ωB97M-V/def2-TZVPD

Geometry (Å):
B1 0.293 0.200 -0.374
F1 0.013 -0.862 -1.198
F2 -0.720 0.507 0.464
F3 1.410 -0.098 0.338
F4 0.388 1.291 -1.183
C1 2.966 -3.066 0.239
O1 4.070 -2.455 0.140
N1 1.777 -2.679 0.011
N2 2.831 -4.326 0.441
H1 1.510 -1.745 -0.266
H2 1.104 -3.431 0.055
H3 2.049 -4.866 0.098
H4 3.673 -4.787 0.756
C2 5.205 0.619 -1.054
O2 5.624 1.574 -1.676
N3 3.973 0.268 -1.000
N4 5.919 -0.380 -0.775
H5 3.804 -0.626 -0.561
H6 3.252 0.913 -1.289
H7 5.571 -1.233 -0.363
H8 6.915 -0.346 -0.942
C3 -3.937 1.599 -0.960
O3 -3.547 1.654 -2.124
N5 -4.931 2.249 -0.553
N6 -3.313 0.982 -0.009
H9 -5.339 2.995 -1.098
H10 -5.253 2.166 0.400
H11 -3.735 1.110 0.900
H12 -2.397 0.579 -0.147
C4 -4.079 -2.601 -2.966
C5 -3.381 -1.730 -1.953
C6 -3.064 -2.603 -0.752
O4 -4.264 -2.815 -0.036
C7 -4.209 -3.362 1.279
N7 -2.187 -1.158 -2.635
H13 -3.550 -3.495 -3.297
H14 -4.331 -1.893 -3.755
H15 -5.041 -2.828 -2.506
H16 -3.978 -0.980 -1.433
H17 -2.382 -2.012 -0.140
H18 -2.519 -3.467 -1.133
H19 -3.811 -2.560 1.900
H20 -3.566 -4.243 1.268
H21 -5.235 -3.568 1.583
H22 -1.532 -0.768 -1.972
H23 -1.616 -1.974 -2.804
C8 0.563 0.826 4.218
C9 -0.718 1.585 4.270
C10 -0.694 2.850 3.447
O5 -0.069 3.952 4.116
C11 -0.779 4.508 5.159
N8 -1.655 0.651 3.721
H24 0.526 -0.048 4.868
H25 1.214 1.617 4.592
H26 0.890 0.436 3.254
H27 -0.996 1.845 5.291
H28 -1.694 3.151 3.136
H29 -0.174 2.790 2.491
H30 -0.727 3.787 5.974
H31 -1.807 4.815 4.965
H32 -0.139 5.361 5.387
H33 -1.403 -0.234 4.136
H34 -1.394 0.563 2.749
C12 1.005 -4.546 -4.198
C13 -0.195 -4.452 -3.278
C14 -0.490 -5.363 -2.064
O6 0.251 -4.919 -0.918
C15 -0.231 -5.670 0.178
N9 0.114 -3.066 -2.858
H35 1.071 -5.551 -4.616
H36 1.918 -4.290 -3.661
H37 0.925 -3.810 -4.998
H38 -1.058 -4.383 -3.940
H39 -0.366 -6.403 -2.364
H40 -1.541 -5.206 -1.819
H41 -1.164 -5.329 0.627
H42 0.447 -5.499 1.014
H43 -0.254 -6.752 0.048
H44 -0.073 -3.080 -1.866
H45 1.094 -2.840 -2.761
C16 2.431 3.093 0.527
C17 3.237 4.401 0.592
C18 2.439 5.705 0.646
O7 2.236 6.194 -0.676
C19 0.988 6.984 -0.701
N10 3.975 4.353 1.828
H46 1.857 2.907 1.434
H47 3.120 2.261 0.380
H48 1.695 3.096 -0.277
H49 3.909 4.407 -0.266
H50 2.919 6.548 1.144
H51 1.564 5.485 1.257
H52 1.162 7.956 -0.240
H53 0.176 6.567 -0.106
H54 0.774 7.112 -1.763
H55 4.035 3.379 2.088
H56 3.415 4.752 2.567
O8 0.101 0.554 -4.219
H57 0.597 0.596 -5.037
H58 0.760 0.372 -3.548
O9 -1.301 3.754 0.233
H59 -0.802 2.937 0.238
H60 -2.120 3.538 0.678

Computed properties:
- E_HOMO (spin up / spin down) (eV) = 2.22 / -3.71
- Kohn-Sham gap (spin up / spin down) (eV) = 1.64 / 7.54
- molecular weight (g mol⁻¹) = 659.55
- spin multiplicity = 2
- strongest force on any atom (hartree/bohr) = 0.168
- net charge = -2
- E_tot (Eh) = -2409.0439
- LUMO (spin up / spin down) (eV) = 3.86 / 3.83

Atom charges from the Löwdin analysis, given in e for atoms 1 to 99:
1 B -1.484
2 F 0.131
3 F 0.159
4 F 0.165
5 F 0.172
6 C -0.721
7 O -0.041
8 N 0.208
9 N 0.153
10 H 0.082
11 H 0.090
12 H 0.072
13 H 0.106
14 C -0.843
15 O 0.003
16 N 0.182
17 N 0.163
18 H 0.069
19 H 0.111
20 H 0.074
21 H 0.116
22 C -0.830
23 O 0.036
24 N 0.159
25 N 0.195
26 H 0.122
27 H 0.105
28 H 0.109
29 H 0.087
30 C -0.071
31 C -0.431
32 C -0.222
33 O -0.216
34 C -0.182
35 N 0.087
36 H 0.071
37 H 0.074
38 H 0.068
39 H 0.111
40 H 0.115
41 H 0.101
42 H 0.066
43 H 0.041
44 H 0.070
45 H 0.025
46 H 0.014
47 C -0.071
48 C -0.471
49 C -0.182
50 O -0.192
51 C -0.142
52 N 0.036
53 H 0.076
54 H 0.079
55 H 0.090
56 H 0.126
57 H 0.116
58 H 0.106
59 H 0.075
60 H 0.089
61 H 0.090
62 H 0.054
63 H 0.053
64 C -0.100
65 C -0.365
66 C -0.193
67 O -0.298
68 C -0.361
69 N 0.012
70 H 0.062
71 H 0.075
72 H 0.082
73 H 0.123
74 H 0.102
75 H 0.095
76 H 0.046
77 H 0.031
78 H 0.010
79 H 0.040
80 H 0.067
81 C -0.041
82 C -0.414
83 C -0.225
84 O -0.179
85 C -0.077
86 N 0.020
87 H 0.072
88 H 0.063
89 H 0.079
90 H 0.137
91 H 0.117
92 H 0.117
93 H 0.067
94 H 0.075
95 H 0.082
96 H 0.061
97 H 0.058
98 O -0.045
99 H 0.016

---

No. 2
Molecular formula: C28H32F15MgO15
Method: DFT, ωB97M-V/def2-TZVPD

Geometry (Å):
Mg1 -7.787 15.158 5.526
C1 -8.653 18.018 2.737
C2 -8.147 16.998 3.610
C3 -6.683 17.242 4.115
O1 -6.410 16.440 4.962
C4 -5.938 18.380 3.606
C5 -6.467 19.193 2.716
C6 -7.884 19.063 2.357
O2 -8.434 19.977 1.552
O3 -5.703 20.121 2.204
O4 -8.775 16.054 4.114
H1 -9.697 18.003 2.461
H2 -4.885 18.415 3.842
C7 -11.419 13.081 7.016
C8 -10.019 13.575 7.379
O5 -9.185 14.074 6.375
H3 -11.342 12.206 6.371
H4 -12.040 13.800 6.481
H5 -12.098 12.835 7.833
H6 -9.452 12.896 8.015
H7 -10.210 14.343 8.129
C9 -3.337 14.971 6.084
C10 -3.997 16.044 7.016
O6 -4.510 15.384 8.137
C11 -5.704 14.773 8.084
O7 -6.373 14.623 7.047
C12 -6.142 14.087 9.414
F1 -7.384 14.470 9.632
F2 -6.156 12.702 9.377
F3 -5.392 14.416 10.494
H8 -3.935 14.519 5.293
H9 -2.982 14.155 6.714
H10 -2.516 15.499 5.599
H11 -4.779 16.683 6.606
H12 -3.226 16.729 7.370
C13 -9.491 10.615 3.271
C14 -8.765 11.696 4.067
O8 -7.448 11.592 3.633
C15 -6.539 12.625 3.791
O9 -6.705 13.661 4.451
C16 -5.091 12.272 3.340
F4 -4.334 12.106 4.453
F5 -5.249 11.111 2.652
F6 -4.498 13.183 2.611
H13 -10.488 10.342 3.616
H14 -8.918 9.705 3.091
H15 -9.652 10.952 2.247
H16 -8.942 11.568 5.135
H17 -9.199 12.653 3.780
C17 -11.807 14.941 3.027
C18 -11.376 14.058 1.897
O10 -10.011 14.133 1.739
C19 -9.360 13.767 0.617
O11 -9.879 13.211 -0.337
C20 -7.864 13.999 0.636
F7 -7.531 14.549 -0.497
F8 -7.402 14.729 1.621
F9 -7.277 12.809 0.803
H18 -11.719 16.026 2.969
H19 -11.149 14.631 3.839
H20 -12.850 14.744 3.273
H21 -11.938 14.443 1.047
H22 -11.643 13.013 2.056
C21 -11.439 18.000 5.638
C22 -11.168 17.419 7.041
O12 -10.072 18.235 7.541
C23 -8.750 17.806 7.466
O13 -8.372 16.748 6.958
C24 -7.730 18.898 7.875
F10 -8.180 20.124 8.155
F11 -7.037 18.469 8.980
F12 -6.866 19.046 6.871
H23 -11.715 19.054 5.618
H24 -12.367 17.628 5.204
H25 -10.577 17.927 4.975
H26 -10.975 16.370 6.819
H27 -12.076 17.560 7.627
C25 -6.170 9.507 6.121
C26 -5.360 10.371 7.083
O14 -4.070 9.832 7.298
C27 -3.059 10.665 7.901
O15 -3.222 11.845 8.159
C28 -1.667 10.022 8.202
F13 -1.370 10.107 9.446
F14 -1.669 8.732 7.816
F15 -0.692 10.667 7.523
H28 -7.177 9.910 6.019
H29 -6.304 8.527 6.580
H30 -5.709 9.345 5.147
H31 -5.872 10.552 8.028
H32 -5.264 11.371 6.661

Computed properties:
- E_HOMO (eV) = -4.14
- Kohn-Sham gap (eV) = 6.01
- molecular weight (g mol⁻¹) = 917.82
- strongest force on any atom (hartree/bohr) = 0.152
- net charge = -1
- E_tot (Eh) = -3912.9833
- LUMO (eV) = 1.87

And the Löwdin charges, in e, turn out to be:
1 Mg 0.584
2 C -0.006
3 C -0.327
4 C -0.323
5 O -0.036
6 C -0.006
7 C -0.410
8 C -0.340
9 O -0.067
10 O -0.054
11 O -0.056
12 H 0.104
13 H 0.110
14 C -0.099
15 C -0.440
16 O -0.338
17 H 0.050
18 H 0.054
19 H 0.060
20 H 0.088
21 H 0.077
22 C -0.015
23 C -0.171
24 O 0.033
25 C -0.251
26 O 0.090
27 C -0.472
28 F 0.187
29 F 0.119
30 F 0.150
31 H 0.056
32 H 0.069
33 H 0.077
34 H 0.113
35 H 0.125
36 C -0.046
37 C -0.219
38 O 0.007
39 C -0.227
40 O 0.113
41 C -0.519
42 F 0.153
43 F 0.144
44 F 0.215
45 H 0.079
46 H 0.079
47 H 0.068
48 H 0.122
49 H 0.118
50 C -0.057
51 C -0.252
52 O 0.026
53 C -0.332
54 O 0.148
55 C -0.600
56 F 0.220
57 F 0.210
58 F 0.169
59 H 0.079
60 H 0.069
61 H 0.082
62 H 0.131
63 H 0.131
64 C -0.057
65 C -0.153
66 O 0.018
67 C -0.222
68 O 0.113
69 C -0.499
70 F 0.171
71 F 0.128
72 F 0.184
73 H 0.076
74 H 0.074
75 H 0.068
76 H 0.110
77 H 0.122
78 C -0.042
79 C -0.242
80 O -0.006
81 C -0.240
82 O 0.144
83 C -0.579
84 F 0.224
85 F 0.151
86 F 0.155
87 H 0.074
88 H 0.076
89 H 0.081
90 H 0.120
91 H 0.103

---

No. 3
Molecular formula: C3H9PS3
Method: DFT, ωB97M-V/def2-TZVPD

Geometry (Å):
C1 -0.733 1.616 -0.542
C2 -0.751 0.414 0.357
C3 0.123 -0.723 -0.166
P1 2.441 0.004 0.438
S1 -2.569 -0.251 0.534
S2 0.097 -2.339 0.691
S3 0.317 -1.008 -1.912
H1 -0.692 1.240 -1.518
H2 -1.574 2.163 -0.176
H3 0.168 2.138 -0.480
H4 -0.481 0.721 1.435
H5 2.516 -1.255 1.224
H6 2.867 -0.714 -0.560
H7 -2.494 -1.442 -0.133
H8 0.327 -1.673 1.778
H9 -0.741 -1.889 -1.810

Computed properties:
- E_HOMO (eV) = -8.42
- Kohn-Sham gap (eV) = 7.95
- molecular weight (g mol⁻¹) = 172.28
- strongest force on any atom (hartree/bohr) = 0.077
- net charge = 0
- relative energy (zero: lowest compared OMol25 entry of this formula, charge and spin) (eV) = 4.635
- E_tot (Eh) = -1655.4898
- LUMO (eV) = -0.47

And the Löwdin charges, in e, turn out to be:
1 C -0.168
2 C -0.754
3 C -1.213
4 P 0.744
5 S 0.658
6 S 0.643
7 S 0.676
8 H 0.012
9 H 0.065
10 H 0.053
11 H 0.113
12 H -0.141
13 H -0.257
14 H -0.165
15 H -0.158
16 H -0.108

---

No. 4
Molecular formula: C4H7NO
Method: DFT, ωB97M-V/def2-TZVPD

Geometry (Å):
C1 -1.672 -0.695 0.424
C2 -0.296 -0.242 0.158
C3 0.236 1.173 0.298
O1 1.548 1.073 -0.212
C4 1.650 -0.251 -0.721
N1 0.588 -1.063 -0.228
H1 -1.790 -1.718 0.056
H2 -2.394 -0.037 -0.067
H3 -1.837 -0.670 1.498
H4 1.466 -0.194 -1.800
H5 0.270 1.459 1.360
H6 -0.360 1.917 -0.249
H7 2.590 -0.751 -0.517

Computed properties:
- E_HOMO (eV) = -9.58
- Kohn-Sham gap (eV) = 10.54
- molecular weight (g mol⁻¹) = 85.11
- strongest force on any atom (hartree/bohr) = 0.021
- net charge = 0
- relative energy (zero: lowest compared OMol25 entry of this formula, charge and spin) (eV) = 1.498
- E_tot (Eh) = -286.5766
- LUMO (eV) = 0.95

And the Löwdin charges, in e, turn out to be:
1 C -0.030
2 C -0.358
3 C -0.140
4 O -0.097
5 C -0.245
6 N 0.121
7 H 0.086
8 H 0.085
9 H 0.082
10 H 0.123
11 H 0.129
12 H 0.127
13 H 0.118

---

No. 5
Molecular formula: C4H10O4
Method: DFT, ωB97M-V/def2-TZVPD

Geometry (Å):
C1 -0.245 -0.760 0.189
C2 0.145 0.564 -0.210
C3 -2.834 -0.086 -0.390
C4 2.773 -0.138 -0.226
O1 -1.778 0.295 0.447
O2 1.538 -0.368 -0.847
O3 0.104 -1.262 1.364
O4 0.556 1.382 0.782
H1 0.423 -0.547 1.938
H2 0.078 2.218 0.726
H3 -0.540 -1.494 -0.547
H4 -0.187 0.975 -1.156
H5 -3.639 0.656 -0.328
H6 -2.526 -0.151 -1.449
H7 2.983 0.938 -0.136
H8 2.822 -0.579 0.781
H9 -3.240 -1.065 -0.099
H10 3.565 -0.580 -0.839

Computed properties:
- E_HOMO (eV) = -8.74
- Kohn-Sham gap (eV) = 9.26
- molecular weight (g mol⁻¹) = 122.12
- strongest force on any atom (hartree/bohr) = 0.075
- net charge = 0
- relative energy (zero: lowest compared OMol25 entry of this formula, charge and spin) (eV) = 4.703
- E_tot (Eh) = -459.2160
- LUMO (eV) = 0.52

And the Löwdin charges, in e, turn out to be:
1 C -0.178
2 C -0.234
3 C -0.199
4 C -0.177
5 O -0.249
6 O -0.222
7 O 0.120
8 O 0.074
9 H 0.132
10 H 0.139
11 H 0.165
12 H 0.167
13 H 0.076
14 H 0.076
15 H 0.076
16 H 0.076
17 H 0.078
18 H 0.081

---

No. 6
Molecular formula: C23H40NO2P3Pb
Method: DFT, ωB97M-V/def2-TZVPD

Geometry (Å):
P1 3.952 -0.700 0.243
C1 4.848 -1.002 1.798
H1 5.769 -1.613 1.713
H2 4.123 -1.513 2.489
H3 5.074 -0.015 2.268
C2 4.042 -2.059 -0.974
H4 3.716 -1.663 -1.953
H5 3.305 -2.832 -0.707
H6 5.024 -2.526 -1.104
C3 4.687 0.598 -0.827
H7 5.739 0.437 -1.095
H8 4.562 1.593 -0.377
H9 4.098 0.608 -1.762
P2 -1.141 4.047 -0.392
C4 -1.310 5.224 0.989
H10 -1.820 6.175 0.726
H11 -0.297 5.420 1.416
H12 -1.887 4.688 1.783
C5 -0.052 4.744 -1.685
H13 -0.092 4.085 -2.571
H14 0.987 4.721 -1.329
H15 -0.318 5.764 -1.994
C6 -2.679 3.992 -1.380
H16 -3.007 4.979 -1.731
H17 -3.480 3.501 -0.811
H18 -2.478 3.352 -2.255
P3 -2.994 -2.399 0.376
C7 -4.001 -3.104 1.792
H19 -4.757 -3.879 1.511
H20 -4.530 -2.246 2.293
H21 -3.304 -3.516 2.569
C8 -4.034 -2.185 -1.114
H22 -4.822 -2.933 -1.271
H23 -3.354 -2.210 -1.981
H24 -4.484 -1.183 -1.108
C9 -1.888 -3.651 -0.359
H25 -2.351 -4.610 -0.611
H26 -1.010 -3.827 0.272
H27 -1.510 -3.212 -1.292
Pb1 0.071 -0.115 -2.847
C10 0.575 1.772 0.128
O1 1.353 2.064 0.938
C11 -1.924 0.074 0.211
O2 -2.309 1.058 0.683
C12 -1.312 -0.175 -4.815
C13 -0.656 -1.416 -4.708
C14 0.753 -1.464 -4.697
C15 1.495 -0.271 -4.797
C16 0.831 0.962 -4.897
C17 -0.568 1.006 -4.890
H28 -2.407 -0.150 -4.891
H29 -1.234 -2.344 -4.700
H30 1.268 -2.431 -4.667
H31 2.589 -0.319 -4.857
H32 1.412 1.886 -5.025
H33 -1.085 1.972 -5.012
C18 0.487 -1.854 6.577
C19 0.255 -1.076 5.307
C20 1.306 -0.450 4.630
C21 1.116 -0.056 3.296
N1 -0.075 -0.094 2.695
C22 -1.129 -0.525 3.396
C23 -1.011 -1.011 4.716
H34 1.198 -2.672 6.407
H35 0.900 -1.237 7.381
H36 -0.443 -2.303 6.937
H37 2.269 -0.294 5.103
H38 1.959 0.286 2.700
H39 -2.106 -0.518 2.906
H40 -1.909 -1.355 5.233

Computed properties:
- E_HOMO (spin up / spin down) (eV) = -16.57 / -17.47
- Kohn-Sham gap (spin up / spin down) (eV) = 2.93 / 3.76
- molecular weight (g mol⁻¹) = 662.70
- strongest force on any atom (hartree/bohr) = 0.135
- net charge = +4
- relative energy (zero: lowest compared OMol25 entry of this formula, charge and spin) (eV) = 1.283
- E_tot (Eh) = -2320.8231
- LUMO (spin up / spin down) (eV) = -13.64 / -13.71

And the Löwdin charges, in e, turn out to be:
1 P 1.046
2 C -0.203
3 H 0.095
4 H 0.072
5 H 0.083
6 C -0.229
7 H 0.032
8 H 0.059
9 H 0.092
10 C -0.222
11 H 0.093
12 H 0.061
13 H 0.035
14 P 0.945
15 C -0.205
16 H 0.092
17 H 0.076
18 H 0.076
19 C -0.240
20 H 0.032
21 H 0.054
22 H 0.087
23 C -0.227
24 H 0.087
25 H 0.060
26 H 0.036
27 P 0.846
28 C -0.242
29 H 0.066
30 H 0.058
31 H 0.057
32 C -0.277
33 H 0.072
34 H 0.013
35 H 0.041
36 C -0.275
37 H 0.072
38 H 0.044
39 H 0.002
40 Pb 1.547
41 C -0.088
42 O 0.027
43 C -0.192
44 O -0.031
45 C -0.111
46 C -0.122
47 C -0.128
48 C -0.128
49 C -0.114
50 C -0.127
51 H 0.174
52 H 0.169
53 H 0.168
54 H 0.164
55 H 0.170
56 H 0.170
57 C -0.023
58 C -0.245
59 C -0.011
60 C -0.176
61 N 0.016
62 C -0.146
63 C 0.004
64 H 0.097
65 H 0.100
66 H 0.089
67 H 0.120
68 H 0.059
69 H 0.078
70 H 0.126

---

No. 7
Molecular formula: C4H7NO2
Method: DFT, ωB97M-V/def2-TZVPD

Geometry (Å):
C1 1.008 1.407 0.354
C2 -0.013 0.630 -0.446
C3 0.359 -0.843 -0.683
N1 -0.497 -1.548 0.250
C4 -1.449 -0.668 0.790
O1 -2.329 -0.931 1.562
O2 -1.230 0.580 0.307
H1 1.184 0.912 1.315
H2 0.637 2.416 0.548
H3 1.953 1.467 -0.192
H4 -0.234 1.121 -1.396
H5 1.417 -1.054 -0.488
H6 0.128 -1.161 -1.704
H7 -0.933 -2.327 -0.216

Computed properties:
- E_HOMO (eV) = -10.29
- Kohn-Sham gap (eV) = 11.00
- molecular weight (g mol⁻¹) = 101.10
- strongest force on any atom (hartree/bohr) = 0.015
- net charge = 0
- relative energy (zero: lowest compared OMol25 entry of this formula, charge and spin) (eV) = 0.238
- E_tot (Eh) = -361.8721
- LUMO (eV) = 0.72

And the Löwdin charges, in e, turn out to be:
1 C -0.035
2 C -0.336
3 C -0.136
4 N 0.086
5 C -0.543
6 O 0.121
7 O 0.052
8 H 0.096
9 H 0.086
10 H 0.086
11 H 0.146
12 H 0.120
13 H 0.121
14 H 0.136

---

No. 8
Molecular formula: C3H4O2S
Method: DFT, ωB97M-V/def2-TZVPD

Geometry (Å):
C1 -0.960 -0.953 1.357
C2 0.287 0.232 -0.740
C3 1.227 1.268 -1.370
H1 -0.507 -1.899 1.014
H2 -1.907 -0.771 0.862
H3 -1.129 -0.975 2.434
H4 1.704 1.996 -0.649
O1 -0.312 -0.591 -1.379
O2 1.398 1.301 -2.558
S1 0.200 0.394 1.028

Computed properties:
- E_HOMO (eV) = -9.95
- Kohn-Sham gap (eV) = 9.32
- molecular weight (g mol⁻¹) = 104.13
- strongest force on any atom (hartree/bohr) = 0.015
- net charge = 0
- relative energy (zero: lowest compared OMol25 entry of this formula, charge and spin) (eV) = 0.796
- E_tot (Eh) = -665.3564
- LUMO (eV) = -0.63

And the Löwdin charges, in e, turn out to be:
1 C -0.379
2 C -0.699
3 C -0.244
4 H 0.055
5 H 0.043
6 H 0.035
7 H 0.119
8 O 0.056
9 O 0.100
10 S 0.914

---

The highest E_tot belongs to which entry? C4H7NO